A structure of composition C37H36N7SSm at a distorted geometry, computed with the ωB97M-V functional and the def2-TZVPD basis.

CARTESIAN COORDINATES (ANGSTROEM)
Sm  0.926  -0.820  -0.032
C  1.431  -2.602  4.246
C  0.982  -2.346  2.923
N  1.685  -1.629  2.018
C  2.932  -1.099  2.436
C  3.390  -1.313  3.762
C  2.662  -2.082  4.647
C  4.637  -0.775  4.150
C  5.345  0.011  3.294
C  4.955  0.157  1.906
C  5.765  0.833  0.990
C  5.446  0.833  -0.389
C  4.251  0.196  -0.767
N  3.368  -0.271  0.129
C  3.767  -0.465  1.457
H  0.842  -3.177  4.981
H  0.070  -2.819  2.578
H  3.008  -2.069  5.631
H  5.087  -0.963  5.110
H  6.246  0.510  3.496
H  6.633  1.356  1.408
H  6.047  1.325  -1.108
H  4.017  0.039  -1.813
C  -3.111  4.509  1.880
C  -4.165  3.724  1.189
C  -5.539  4.012  1.487
C  -6.544  3.250  0.921
C  -6.221  2.285  -0.073
C  -4.902  2.112  -0.457
C  -3.851  2.690  0.296
N  -2.491  2.423  -0.002
C  -1.943  1.125  -0.202
N  -2.785  0.093  0.000
C  -2.496  -1.328  -0.197
C  -1.284  -1.825  0.319
C  -1.168  -3.181  0.347
C  -2.048  -4.091  -0.347
C  -3.141  -3.581  -0.987
C  -3.381  -2.172  -0.888
C  -4.642  -1.656  -1.547
N  -0.655  0.926  -0.475
C  0.230  2.056  -0.734
C  0.925  2.508  0.393
C  1.781  3.575  0.343
C  2.027  4.187  -0.861
C  1.312  3.794  -1.966
C  0.419  2.704  -1.942
C  -0.362  2.312  -3.187
H  -2.736  5.216  1.163
H  -2.280  3.812  2.141
H  -3.521  5.006  2.787
H  -5.662  4.913  2.037
H  -7.557  3.416  1.189
H  -6.952  1.669  -0.543
H  -4.685  1.646  -1.460
H  -1.817  3.161  0.220
H  -3.709  0.467  0.137
H  -0.509  -3.628  1.088
H  -1.768  -5.170  -0.348
H  -3.896  -4.203  -1.503
H  -5.325  -2.515  -1.798
H  -4.468  -1.144  -2.584
H  -5.080  -0.857  -0.863
H  0.885  1.910  1.342
H  2.318  3.849  1.270
H  2.734  5.008  -0.979
H  1.467  4.354  -2.927
H  -1.435  2.517  -3.051
H  -0.287  1.262  -3.367
H  -0.101  2.941  -4.069
S  1.516  -0.948  -2.880
C  1.825  -2.641  -2.930
N  0.893  -3.586  -3.106
C  1.540  -4.951  -3.047
C  2.976  -4.590  -2.637
N  3.056  -3.164  -2.725
H  -0.089  -3.326  -3.363
H  1.397  -5.506  -3.997
H  1.047  -5.593  -2.301
H  3.732  -5.131  -3.240
H  3.161  -4.891  -1.611
H  3.875  -2.583  -2.408

2S+1: 6
net charge: +2
frontier orbital gap (alpha / beta): 6.3 / 6.3 eV
electronic energy: -2870.55416 a.u.
ΔE to the lowest compared entry with this formula, charge and spin: 39.8 kcal/mol

Atomic partial charges in e from the Mulliken method, atoms 1 to 5: Sm 0.98; C -1.27; C 0.02; N -0.28; C -0.35

The ion C13H27BN4O3P with charge +1 at a distorted geometry, computed with the ωB97M-V functional and the def2-TZVPD basis.

CARTESIAN COORDINATES (ANGSTROEM)
C  4.278  -1.407  1.028
C  4.548  0.067  0.741
C  3.622  1.044  1.477
C  2.126  0.796  1.296
C  1.693  1.097  -0.125
N  0.387  0.477  -0.490
N  -0.377  0.205  0.542
C  -1.546  -0.361  0.312
C  -2.399  -0.631  1.530
C  -1.985  -1.962  2.173
C  -2.237  0.514  2.544
C  -2.670  1.862  1.970
C  -1.964  -0.736  -0.976
B  -3.376  -1.434  -1.195
O  -3.557  -2.744  -0.858
O  -4.398  -0.733  -1.727
C  -1.110  -0.449  -2.044
N  -1.470  -0.806  -3.335
C  0.109  0.235  -1.775
P  1.285  0.643  -3.177
N  0.218  1.096  -4.443
O  1.989  2.082  -2.816
H  4.654  -1.711  2.001
H  4.814  -2.007  0.296
H  3.229  -1.683  0.962
H  5.559  0.287  1.066
H  4.465  0.238  -0.332
H  3.850  2.064  1.170
H  3.828  0.987  2.544
H  1.572  1.440  1.974
H  1.876  -0.223  1.571
H  1.596  2.165  -0.288
H  2.448  0.713  -0.804
H  -3.454  -0.627  1.262
H  -2.518  -2.804  1.740
H  -2.248  -1.943  3.226
H  -0.909  -2.103  2.120
H  -1.223  0.550  2.930
H  -2.894  0.314  3.388
H  -2.803  2.585  2.768
H  -1.927  2.280  1.294
H  -3.612  1.763  1.437
H  -2.797  -3.107  -0.395
H  -5.137  -1.328  -1.912
H  -0.671  -1.017  -3.923
H  -2.062  -1.628  -3.367
H  -0.734  1.285  -4.142
H  0.571  1.962  -4.841
H  1.362  2.688  -2.401

structure (SMILES): CCCCCn1nc([C@@H](C)CC)c(B(O)O)c(N)c1=P(=[NH2+])O
2S+1: 1
net charge: +1
frontier orbital gap: 8.3 eV
electronic energy: -1322.40866 a.u.
ΔE to the lowest compared entry with this formula, charge and spin: 0.0 kcal/mol

Atomic partial charges in e from the Mulliken method, atoms 1 to 5: C -1.13; C -0.38; C -1.06; C -0.74; C -0.76

An isolated molecule of C3H7NO at a distorted geometry, computed with the ωB97M-V functional and the def2-TZVPD basis.

CARTESIAN COORDINATES (ANGSTROEM)
N  0.162  1.945  0.347
C  -0.582  0.804  -0.139
C  -0.051  -0.394  0.276
C  -0.247  -1.755  -0.193
O  0.934  -0.970  -0.389
H  -0.335  2.284  1.294
H  0.151  2.804  -0.234
H  -0.693  0.994  -1.229
H  -1.655  1.074  0.408
H  0.139  -0.494  1.453
H  -0.268  -2.652  0.429
H  -0.667  -1.795  -1.109

structure (SMILES): NC[C@H]1CO1
2S+1: 1
frontier orbital gap: 10.2 eV
electronic energy: -248.38213 a.u.
ΔE to the lowest compared entry with this formula, charge and spin: 90.6 kcal/mol

Atomic partial charges in e from the Mulliken method, atoms 1 to 5: N -0.62; C -0.40; C 0.22; C -0.43; O -0.42

A structure of composition C12H30AlINO7P2, computed with the ωB97M-V functional and the def2-TZVPD basis.

CARTESIAN COORDINATES (ANGSTROEM)
N  0.138  -0.485  1.086
P  1.059  0.550  -0.022
O  0.875  -0.371  -1.411
Al  3.366  0.203  0.553
C  3.599  -1.380  1.812
O  3.741  -1.148  3.241
C  4.675  -0.210  3.627
O  4.104  0.948  4.245
C  2.738  1.238  4.021
C  2.551  2.756  3.955
O  1.683  3.210  2.925
P  4.731  -0.294  -1.373
O  6.140  0.382  -0.798
I  3.931  1.507  -2.902
H  0.383  -1.464  0.935
H  0.463  -0.293  2.033
H  0.311  0.108  -2.026
H  3.988  1.548  1.197
H  4.428  -2.028  1.484
H  2.709  -2.019  1.748
H  5.311  -0.651  4.402
H  5.292  0.114  2.779
H  2.380  0.776  3.096
H  2.153  0.819  4.850
H  2.175  3.128  4.917
H  3.528  3.201  3.766
H  1.073  2.513  2.664
H  5.974  1.217  -0.341
C  -3.766  -3.419  -1.616
C  -2.663  -2.523  -2.176
C  -1.749  -2.372  -0.974
O  -1.859  -3.601  -0.236
C  -2.959  -4.359  -0.724
H  -4.343  -3.943  -2.379
H  -4.458  -2.831  -1.008
H  -2.154  -3.029  -3.001
H  -3.012  -1.555  -2.530
H  -2.064  -1.540  -0.339
H  -0.711  -2.207  -1.254
H  -2.589  -5.219  -1.297
H  -3.529  -4.737  0.128
C  -4.426  2.601  -3.122
C  -3.691  2.899  -1.814
C  -3.142  1.526  -1.449
O  -2.897  0.860  -2.692
C  -3.495  1.578  -3.766
H  -4.582  3.478  -3.749
H  -5.400  2.151  -2.914
H  -2.872  3.598  -1.992
H  -4.331  3.313  -1.036
H  -3.870  0.946  -0.871
H  -2.209  1.566  -0.885
H  -2.712  2.072  -4.351
H  -4.015  0.870  -4.414

2S+1: 1
net charge: -1
frontier orbital gap: 6.4 eV
electronic energy: -2279.54964 a.u.

Atomic partial charges in e from the Mulliken method, atoms 1 to 5: N -0.60; P 0.03; O -0.45; Al 0.25; C -0.46

A cluster of 3 separate species, C4H16NO2 in total at a distorted geometry, computed with the ωB97M-V functional and the def2-TZVPD basis.

CARTESIAN COORDINATES (ANGSTROEM)
C  0.025  0.196  2.497
C  0.646  -0.229  1.167
N  -0.137  0.673  0.085
C  0.612  1.421  -0.957
C  2.114  -0.126  1.023
H  0.328  1.211  2.753
H  0.425  -0.403  3.316
H  -1.016  0.021  2.405
H  0.214  -1.183  0.722
H  -0.845  0.082  -0.374
H  -0.664  1.474  0.450
H  1.315  2.106  -0.491
H  1.227  0.806  -1.635
H  -0.049  1.842  -1.714
H  2.632  0.477  1.771
H  2.401  0.153  0.012
H  2.460  -1.181  1.102
H  -0.381  -1.443  -2.240
H  -0.708  -2.800  -1.568
O  -0.117  -2.020  -1.503
H  -2.245  0.083  -2.387
H  -3.405  -0.058  -1.365
O  -2.510  0.289  -1.485

2S+1: 2
net charge: +2
frontier orbital gap (alpha / beta): 13.2 / 4.1 eV
electronic energy: -366.40543 a.u.
ΔE to the lowest compared entry with this formula, charge and spin: 50.7 kcal/mol

Atomic partial charges in e from the Mulliken method, atoms 1 to 5: C -1.45; C 0.81; N -0.21; C -1.16; C -1.07